Entry from the OMol25 dataset: an isolated molecule of C5H9O2PS2 at a distorted geometry (ωB97M-V with the def2-TZVPD basis set).

Geometry as XYZ:
```
19
Properties=species:S:1:pos:R:3
C 2.3003 0.6413 -1.9246
P 1.1850 -0.6228 -1.3236
C 0.2747 -1.1072 -2.8134
S 2.2679 -1.9175 -0.2829
C 0.0309 0.1507 -0.2252
C -0.7134 0.1052 0.9347
S -1.9615 0.8232 2.0069
C -1.5971 0.2005 3.7028
O -3.2133 0.1819 1.6429
O -1.8085 2.2515 1.8199
H 2.7414 0.1359 -2.8839
H 1.8570 1.6286 -2.3221
H 3.0694 0.8246 -1.1712
H 0.8649 -1.2714 -3.6792
H -0.2956 -2.0490 -2.6262
H -0.4812 -0.2634 -2.8551
H -1.7166 0.9956 4.3898
H -2.1688 -0.6830 3.9335
H -0.6356 -0.0246 3.6769
```

Results
Net charge   0
HOMO level   -8.7 eV
Structure (SMILES)   CP(C)(=S)C#CS(C)(=O)=O
Strongest force on any atom   0.202 hartree/bohr
Relative energy (zero: lowest compared OMol25 entry of this formula, charge and spin)   4.107 eV